No. 1
{"formula": "C39H46Br2ClN3O8P2S", "method": "the ωB97M-V functional and the def2-TZVPD basis", "homo_lumo_gap_ev": 6.49, "spin_multiplicity": 1, "lumo_energy_ev": -1.791, "smiles": "CCOCCOc1c2c(c(CCCO)c([PH2]=N)c1P(=N)(O)O)Sc1c(C)c(Cc3ccc(C)cc3)cc([C@@H](Br)[C@@H](C)Br)c1N2CC(=O)Cl.O=C1C=CC(=O)C=C1", "homo_energy_ev": -8.284, "elements": ["C", "C", "O", "C", "C", "O", "C", "C", "C", "C", "C", "C", "C", "O", "C", "P", "N", "C", "P", "N", "O", "O", "S", "C", "C", "C", "C", "C", "C", "C", "C", "C", "C", "C", "C", "C", "C", "C", "Br", "C", "C", "Br", "C", "N", "C", "C", "O", "Cl", "H", "H", "H", "H", "H", "H", "H", "H", "H", "H", "H", "H", "H", "H", "H", "H", "H", "H", "H", "H", "H", "H", "H", "H", "H", "H", "H", "H", "H", "H", "H", "H", "H", "H", "H", "H", "H", "H", "H", "H", "H", "H", "O", "C", "C", "C", "C", "O", "C", "C", "H", "H", "H", "H"], "positions_angstrom": [[1.522, -5.910, 1.503], [0.268, -5.662, 0.507], [0.358, -4.288, 0.013], [1.261, -4.275, -1.116], [1.591, -2.733, -1.428], [0.759, -2.186, -2.494], [-0.074, -1.131, -2.029], [0.585, 0.253, -1.661], [-0.330, 1.433, -1.196], [-1.872, 1.260, -1.044], [-2.744, 2.511, -0.511], [-3.286, 2.194, 1.000], [-4.683, 2.976, 1.143], [-5.403, 2.573, 2.335], [-2.516, -0.132, -1.405], [-4.418, -0.274, -1.221], [-4.728, -1.585, -0.314], [-1.635, -1.345, -1.924], [-2.387, -3.040, -2.409], [-1.501, -3.794, -3.530], [-3.959, -2.914, -3.064], [-2.423, -4.019, -0.999], [0.555, 3.041, -0.842], [2.166, 2.443, -0.140], [2.907, 3.259, 0.966], [2.312, 4.643, 1.530], [4.249, 2.752, 1.549], [5.133, 3.508, 2.649], [4.376, 3.778, 4.030], [3.170, 2.911, 4.463], [2.516, 3.223, 5.836], [3.070, 4.367, 6.743], [2.335, 4.565, 8.168], [4.271, 5.261, 6.280], [4.938, 4.962, 4.901], [4.800, 1.395, 1.023], [4.042, 0.578, -0.086], [4.737, -0.810, -0.510], [6.718, -0.708, -0.630], [4.237, -1.969, 0.548], [5.445, -2.507, 1.493], [2.803, -1.358, 1.782], [2.702, 1.094, -0.726], [2.053, 0.309, -1.795], [2.484, 0.722, -3.172], [3.485, 1.971, -3.219], [2.987, 3.117, -3.145], [5.283, 1.674, -3.361], [1.129, -5.959, 2.571], [2.078, -6.842, 1.156], [2.217, -4.995, 1.411], [-0.746, -5.732, 1.055], [0.322, -6.346, -0.411], [0.774, -4.717, -2.052], [2.274, -4.790, -0.901], [2.685, -2.658, -1.801], [1.482, -2.046, -0.523], [-3.637, 2.750, -1.178], [-2.129, 3.470, -0.417], [-2.514, 2.467, 1.804], [-3.507, 1.073, 1.033], [-5.319, 2.847, 0.185], [-4.480, 4.111, 1.260], [-4.922, 1.855, 2.808], [-5.020, -0.358, -2.522], [-4.991, 0.853, -0.553], [-5.290, -2.239, -0.883], [-1.158, -4.681, -3.128], [-4.122, -2.037, -3.486], [-2.362, -4.947, -1.335], [3.174, 5.377, 1.672], [1.791, 4.474, 2.544], [1.589, 5.066, 0.738], [5.388, 4.540, 2.191], [6.105, 2.911, 2.837], [2.830, 2.096, 3.743], [1.626, 2.574, 6.143], [2.995, 4.038, 8.946], [2.261, 5.690, 8.372], [1.285, 4.089, 8.160], [4.647, 6.113, 6.956], [5.826, 5.604, 4.559], [5.797, 1.008, 1.447], [4.367, -1.186, -1.538], [3.860, -2.906, -0.014], [6.127, -3.253, 0.964], [5.986, -1.652, 2.017], [4.917, -3.106, 2.332], [1.541, 0.870, -3.822], [3.036, -0.173, -3.659], [-10.375, -3.290, -5.462], [-9.288, -2.752, -5.372], [-8.133, -3.450, -4.768], [-6.944, -2.856, -4.668], [-6.727, -1.482, -5.157], [-5.634, -0.952, -5.066], [-7.879, -0.781, -5.760], [-9.071, -1.372, -5.861], [-8.307, -4.459, -4.414], [-6.085, -3.350, -4.229], [-7.702, 0.228, -6.113], [-9.927, -0.876, -6.301]], "atomic_forces_ev_per_a": [[-0.6, 0.3, -0.7], [0.3, 0.6, 0.4], [0.9, -1.5, -0.9], [0.3, 1.8, -0.2], [1.0, -0.2, 0.1], [-1.4, 1.9, 1.6], [-1.7, 1.5, 0.6], [-3.8, -1.0, 0.2], [-0.2, -3.2, -0.6], [1.8, -1.8, -1.2], [0.5, -0.7, 1.0], [-0.8, 0.1, -1.4], [1.1, 0.5, 0.5], [0.7, -0.4, -0.5], [3.4, 1.8, -0.6], [0.3, -3.1, 1.6], [-0.1, 1.2, -1.7], [0.7, 3.3, 1.1], [1.3, -2.7, -1.1], [-1.3, 0.8, 2.0], [1.9, 1.3, 1.3], [-0.7, 1.4, -2.2], [0.3, -1.9, 0.4], [2.4, -1.8, 0.8], [1.0, -1.9, -0.5], [0.1, -0.9, -0.9], [-1.0, -2.9, -2.4], [-1.0, 0.3, -0.4], [-0.8, 0.8, 2.2], [1.9, 3.3, 2.3], [2.9, 1.7, -1.6], [0.4, -0.9, -2.4], [0.8, -0.1, -1.1], [-1.3, -3.0, -2.3], [-3.3, -2.1, 1.8], [-3.2, 1.6, -1.5], [0.0, 2.7, 0.7], [-2.7, -0.1, 0.2], [-1.0, 0.1, -0.2], [2.3, -1.1, 0.1], [-1.5, -0.5, 0.9], [0.4, -0.5, -0.5], [2.8, 1.7, 3.6], [-0.9, 2.2, 1.1], [0.9, -1.6, -1.7], [-3.2, 3.7, 0.5], [2.9, -4.6, -0.5], [-1.7, 0.1, 0.1], [0.8, -0.2, -1.4], [-0.7, 1.2, 0.9], [-1.1, -1.5, 0.2], [1.7, 0.0, -1.0], [-0.3, 0.6, 1.4], [0.7, 0.4, 1.2], [-1.6, 0.6, -0.2], [-1.8, -0.1, 0.4], [0.2, -1.4, -1.0], [1.3, -0.5, 0.7], [-0.6, -1.5, -0.5], [-1.2, -0.4, -1.2], [0.4, 1.4, 0.3], [0.8, 0.0, 1.6], [-0.3, -1.7, -0.4], [-0.4, 0.8, -0.8], [0.5, 0.7, 0.4], [0.8, 0.1, -0.9], [0.5, 0.3, 0.5], [0.0, 0.7, -0.4], [0.2, -0.7, 0.1], [-0.1, 1.0, 0.3], [-1.2, -1.0, -0.1], [0.8, 0.3, -1.7], [1.1, -0.6, 1.5], [-0.1, -1.6, 0.8], [-1.6, 1.0, -0.4], [0.4, 1.2, 1.3], [1.5, 1.2, -0.3], [-1.1, 0.9, -0.9], [0.1, -1.7, 0.0], [1.8, 0.8, 0.0], [-0.7, -1.5, -1.2], [-1.6, -1.2, 0.5], [-1.8, 0.6, -0.9], [0.7, 1.0, 1.6], [0.3, 1.8, 0.9], [-0.8, 1.4, 0.5], [-0.6, -1.2, -1.0], [0.9, 0.9, -1.3], [1.7, 0.4, 1.0], [-0.8, 1.4, 0.8], [0.3, 0.2, 0.0], [-0.4, -0.3, 0.0], [0.3, 0.0, 0.1], [-0.1, -0.4, 0.1], [0.2, 0.0, 0.0], [-0.1, 0.0, 0.2], [-0.3, 0.1, -0.1], [0.2, 0.3, 0.0], [0.0, 0.0, 0.0], [0.0, 0.0, 0.0], [0.0, 0.0, 0.0], [0.0, 0.0, 0.0]], "mulliken_charge": [-0.607, -0.408, -0.252, -0.775, -0.025, -0.473, -0.030, -1.064, 0.086, 0.194, -1.127, -0.686, -0.206, -0.526, 0.536, 0.587, -0.739, 0.232, 0.710, -0.780, -0.325, -0.540, -0.538, 0.744, 0.973, -1.447, 0.535, -1.020, 0.666, -0.362, -0.586, 0.641, -1.037, -0.508, -0.585, -0.782, -0.210, -0.085, -0.058, 0.257, -1.273, -0.098, -1.314, 1.329, -0.745, 0.565, -0.453, -0.165, 0.306, 0.282, -0.042, 0.260, 0.330, 0.242, 0.541, 0.258, 0.039, 0.433, 0.363, 0.357, 0.422, 0.234, 0.283, 0.336, -0.030, -0.015, 0.310, 0.208, 0.280, 0.332, 0.284, 0.247, 0.486, 0.368, 0.368, 0.336, 0.216, 0.255, 0.312, 0.285, 0.277, 0.279, 0.057, 0.275, 0.041, 0.377, 0.309, 0.393, 0.471, 0.397, -0.539, 0.305, -0.420, -0.246, 0.550, -0.579, -0.435, -0.386, 0.431, 0.509, 0.416, 0.405]}

No. 2
{"formula": "C39H46BrF3NO5PtS", "method": "the ωB97M-V functional and the def2-TZVPD basis", "homo_lumo_gap_ev": [6.16, 4.34], "spin_multiplicity": 5, "lumo_energy_ev": [-3.986, -6.554], "charge": 1, "homo_energy_ev": [-10.151, -10.895], "elements": ["Pt", "C", "C", "C", "C", "C", "C", "C", "N", "C", "C", "C", "C", "C", "C", "O", "C", "C", "C", "C", "C", "C", "C", "C", "C", "O", "C", "C", "C", "C", "C", "C", "H", "H", "H", "H", "H", "H", "H", "H", "H", "H", "H", "H", "H", "H", "H", "H", "H", "H", "H", "H", "H", "H", "H", "H", "H", "H", "H", "H", "H", "H", "H", "H", "H", "H", "H", "H", "H", "H", "H", "H", "Br", "C", "C", "C", "C", "C", "C", "C", "C", "C", "C", "H", "H", "H", "H", "H", "H", "F", "C", "F", "F", "S", "O", "O", "O"], "positions_angstrom": [[-0.297, 0.886, 1.860], [2.860, -2.094, -3.721], [3.790, -0.929, -3.151], [3.830, 0.294, -4.122], [5.208, -1.462, -2.969], [3.163, -0.459, -1.798], [1.880, -0.700, -1.399], [1.365, -0.229, -0.229], [0.121, -0.452, 0.298], [-0.789, -1.248, -0.379], [-0.812, -2.640, -0.385], [-1.878, -3.310, -0.989], [-2.933, -2.586, -1.627], [-2.971, -1.197, -1.669], [-1.902, -0.500, -0.998], [-1.933, 0.735, -0.849], [-4.042, -0.427, -2.419], [-3.265, 0.304, -3.561], [-4.771, 0.639, -1.529], [-5.177, -1.297, -2.946], [-1.939, -4.836, -0.942], [-3.064, -5.194, 0.063], [-2.327, -5.483, -2.286], [-0.624, -5.419, -0.401], [2.174, 0.710, 0.529], [1.578, 1.410, 1.472], [3.536, 1.061, 0.117], [3.968, 0.433, -1.011], [4.316, 2.120, 0.858], [4.555, 1.719, 2.314], [5.656, 2.385, 0.142], [3.548, 3.439, 0.765], [3.400, -2.533, -4.560], [2.839, -2.868, -2.964], [1.876, -1.726, -3.986], [4.274, 0.005, -5.058], [2.864, 0.781, -4.250], [4.445, 1.089, -3.650], [5.493, -1.931, -3.909], [5.882, -0.652, -2.775], [5.166, -2.176, -2.137], [1.280, -1.343, -2.017], [-0.063, -3.140, 0.138], [-3.765, -3.185, -2.059], [-2.601, 1.054, -3.151], [-2.745, -0.478, -4.189], [-4.012, 0.834, -4.216], [-4.065, 1.353, -1.164], [-5.451, 1.183, -2.165], [-5.332, 0.179, -0.771], [-4.777, -2.061, -3.625], [-5.718, -1.710, -2.122], [-5.885, -0.636, -3.497], [-4.012, -4.743, -0.221], [-3.197, -6.259, 0.206], [-2.861, -4.772, 1.025], [-3.298, -5.073, -2.596], [-1.513, -5.276, -3.035], [-2.334, -6.587, -2.157], [-0.400, -5.040, 0.590], [-0.697, -6.526, -0.314], [0.185, -5.234, -1.087], [4.946, 0.645, -1.396], [5.125, 0.759, 2.322], [5.100, 2.560, 2.800], [3.541, 1.565, 2.786], [6.266, 1.470, 0.096], [5.443, 2.789, -0.874], [6.260, 3.124, 0.625], [2.952, 3.584, 1.680], [4.239, 4.281, 0.683], [2.832, 3.391, -0.061], [-1.524, 2.856, 0.483], [-1.075, 4.091, 1.820], [-1.227, 5.463, 1.488], [-1.164, 6.397, 2.510], [-0.864, 5.972, 3.852], [-0.566, 4.616, 4.148], [-0.195, 4.233, 5.460], [0.042, 2.854, 5.711], [-0.171, 1.949, 4.716], [-0.401, 2.310, 3.376], [-0.661, 3.646, 3.102], [-1.572, 5.751, 0.517], [-1.315, 7.474, 2.301], [-0.888, 6.762, 4.572], [-0.164, 4.942, 6.260], [0.226, 2.503, 6.743], [0.006, 0.897, 4.991], [-4.662, -0.837, 3.798], [-3.528, -0.445, 4.338], [-3.583, 0.921, 4.462], [-3.337, -0.931, 5.530], [-2.167, -0.947, 3.177], [-2.597, -2.195, 2.636], [-0.881, -0.853, 3.828], [-2.236, 0.198, 2.197]], "atomic_forces_ev_per_a": [[-0.4, 0.4, 0.6], [1.9, 1.1, 0.4], [-2.1, -0.1, -0.1], [0.1, 0.3, 1.6], [-1.1, -0.3, 0.1], [0.9, 0.8, -0.5], [0.7, -1.7, -2.2], [-0.9, 1.3, 2.6], [1.8, 0.3, -0.1], [-1.6, -0.9, -0.6], [-0.8, 2.3, -0.5], [-0.4, -0.4, -0.7], [-0.2, 0.2, 0.1], [-0.5, -1.8, 0.0], [0.4, 0.1, 0.6], [0.2, 0.1, -0.5], [0.0, 1.2, 0.4], [-1.3, -0.8, -1.0], [1.3, 0.0, -1.7], [0.6, 0.7, -1.2], [-0.4, -0.4, 0.8], [-0.1, 0.5, -0.2], [1.3, 0.2, -0.2], [-0.6, -1.1, -0.2], [0.4, 0.9, -0.5], [0.3, -0.2, 0.1], [-1.6, -0.8, 0.5], [-0.2, -0.3, -0.2], [0.7, 0.4, -0.5], [-0.5, -0.2, 0.1], [-0.4, -0.8, -0.8], [-0.8, 0.2, 0.8], [-0.4, 0.1, -0.3], [-0.4, -0.2, 0.2], [-0.1, -0.2, -0.2], [0.1, 0.0, -0.5], [-0.2, -0.4, -0.3], [0.0, -0.5, -0.4], [0.2, -0.2, 0.1], [0.6, 0.3, 0.3], [0.5, 0.0, -0.3], [-0.3, -0.1, 0.0], [1.1, -0.8, 0.6], [0.8, 0.7, 0.3], [0.3, -0.1, 0.0], [-0.3, 1.0, 0.6], [0.7, -0.5, 0.5], [0.3, 0.3, 0.6], [-0.4, 0.1, -0.3], [-0.6, -0.6, 1.3], [-0.4, 0.0, 0.1], [-0.3, -0.6, 0.5], [0.5, -0.5, 0.2], [-0.2, -0.1, -0.3], [0.1, -0.3, -0.3], [0.3, 0.3, 0.8], [0.4, -0.5, -0.3], [-1.0, 0.0, 0.4], [-0.4, 0.7, -0.1], [0.1, 0.0, 0.1], [-0.1, 0.7, 0.0], [0.5, 0.3, -0.2], [0.3, 0.1, 0.0], [-0.3, 0.8, 0.4], [-0.3, -0.8, 0.0], [1.2, 0.1, -0.1], [-0.1, 0.3, -0.2], [0.3, -0.5, 0.5], [0.1, 0.5, 0.6], [0.1, 0.1, -0.3], [-0.2, 0.0, -0.2], [0.3, 0.4, -0.1], [0.5, 0.0, 0.3], [0.1, 0.9, -0.2], [-0.5, -0.6, 1.4], [0.6, -0.2, 0.9], [-0.2, -0.1, -1.9], [-0.2, 1.4, 0.1], [-0.1, -1.5, -0.6], [-0.8, 1.5, 1.2], [1.2, -1.5, 0.1], [-0.3, -1.8, -0.7], [-0.3, 0.9, -0.5], [0.1, 0.0, -0.5], [0.0, -0.9, 0.2], [0.2, 0.0, 0.7], [0.1, 0.4, 0.2], [0.1, 0.3, -0.8], [-0.3, 0.5, -0.5], [-0.3, -0.2, 0.3], [0.3, 1.7, -0.7], [0.3, -0.9, -0.2], [-0.1, -0.6, 0.7], [-0.3, -0.1, -0.5], [0.2, 0.2, 0.2], [0.2, -0.3, 0.5], [0.2, 0.2, -0.4]], "mulliken_spin": [0.745, 0.002, 0.005, 0.011, 0.013, 0.081, -0.048, 0.228, 0.324, 0.062, 0.013, 0.066, -0.015, 0.147, 0.155, 0.305, 0.017, 0.023, 0.012, 0.000, 0.045, 0.038, 0.029, 0.012, 0.206, 0.145, 0.027, 0.087, 0.002, 0.004, 0.000, -0.002, 0.000, 0.000, 0.000, 0.002, -0.003, -0.001, 0.001, -0.001, -0.001, 0.002, 0.001, -0.002, 0.000, -0.003, 0.001, 0.003, 0.001, -0.003, 0.001, 0.000, 0.000, -0.003, 0.003, -0.005, 0.000, -0.002, 0.001, 0.001, 0.000, -0.004, 0.010, -0.001, 0.000, -0.001, -0.001, 0.000, 0.000, -0.001, 0.000, -0.002, 0.234, 0.148, 0.020, 0.044, 0.202, -0.061, 0.248, 0.017, 0.022, 0.106, 0.152, -0.002, 0.003, 0.013, 0.004, 0.005, -0.014, 0.000, 0.000, 0.001, 0.000, 0.007, 0.003, 0.045, 0.067]}